No. 1
DFT (wB97M-V/def2-TZVPD) results for a molecular structure, C15H20AsF6NO5SSiV.

```
51
Properties=species:S:1:pos:R:3:lowdin_spin:R:1
V -0.436 -0.425 0.986 1.9488
O -2.324 -0.650 0.253 0.0191
N -2.818 -1.699 -0.408 0.0050
C -3.406 -2.667 0.328 -0.0006
C -3.986 -3.751 -0.260 0.0004
C -3.947 -3.836 -1.660 -0.0011
C -3.335 -2.854 -2.384 0.0005
C -2.723 -1.734 -1.766 -0.0005
S -1.932 -0.514 -2.639 0.0005
H -3.357 -2.484 1.391 -0.0001
H -4.442 -4.512 0.354 0.0001
H -4.393 -4.680 -2.172 -0.0001
H -3.280 -2.896 -3.462 0.0001
C -2.468 2.467 -0.558 0.0003
C -1.053 2.317 -0.014 0.0019
C -0.164 3.463 -0.458 -0.0004
O -0.460 1.076 -0.493 0.0124
C -1.149 2.234 1.527 0.0035
O -1.123 3.268 2.175 0.0022
O -1.315 1.048 1.999 0.0056
H -2.452 2.491 -1.650 0.0000
H -2.883 3.404 -0.186 0.0001
H -3.091 1.634 -0.237 0.0000
H -0.217 3.587 -1.542 0.0000
H 0.872 3.279 -0.176 0.0000
H -0.487 4.378 0.034 -0.0001
H -1.031 0.647 -1.185 0.0025
O -0.415 -3.440 0.115 -0.0025
C -0.142 -2.287 0.270 -0.0371
C 3.574 1.480 0.707 -0.0002
Si 3.252 0.507 -0.854 0.0011
C 4.795 -0.423 -1.372 -0.0005
C 2.615 1.566 -2.258 0.0014
C 1.954 -0.768 -0.493 0.0059
C 1.125 -1.640 -0.308 -0.0033
H 4.412 2.165 0.547 -0.0001
H 3.819 0.821 1.540 0.0000
H 2.707 2.066 1.009 0.0000
H 5.589 0.279 -1.636 -0.0001
H 4.598 -1.058 -2.237 0.0000
H 5.156 -1.057 -0.562 0.0000
H 3.401 2.224 -2.636 0.0002
H 1.778 2.177 -1.924 0.0000
H 2.262 0.942 -3.080 0.0001
F -0.511 -1.362 2.880 0.0141
As 1.024 -0.889 3.721 0.0026
F 0.175 0.361 4.499 0.0014
F 0.732 -2.004 4.984 0.0000
F 2.536 -0.320 4.292 0.0001
F 1.802 -2.106 2.769 0.0020
F 1.164 0.177 2.231 0.0144
```

Calculated values
F_max = 1.25 eV/A
Net charge = -1
E_tot = -5481.4458 hartree
ΔE to the lowest compared entry with this formula, charge and spin = 0.00 kJ/mol
Gap between HOMO and LUMO (alpha / beta) = 0.293 / 0.287 Ha
Lowest unoccupied orbital energy (alpha / beta) = 0.0985 / 0.0920 Ha
2S+1 = 3
Expectation value of S² = 2.0359

=====

No. 2
DFT (wB97M-V/def2-TZVPD) results for C15H20ClNO2 in the gas phase.

```
39
Properties=species:S:1:pos:R:3:nbo_charge:R:1
C 4.651 1.907 0.041 -0.6338
C 3.282 2.060 0.688 -0.0762
H 2.881 3.063 0.531 0.1877
H 3.345 1.845 1.760 0.1982
O 2.323 1.180 0.098 -0.5120
C 2.293 -0.081 0.550 0.8134
O 3.018 -0.506 1.412 -0.6083
C 1.191 -0.860 -0.122 -0.3463
H 0.996 -0.407 -1.098 0.2171
C -0.078 -0.727 0.761 -0.2089
N -1.202 -1.477 0.260 -0.4373
C -1.850 -0.878 -0.896 -0.2431
C -2.501 0.420 -0.504 -0.0799
C -3.586 0.438 0.368 -0.0171
C -4.181 1.628 0.754 -0.2256
C -3.690 2.827 0.269 -0.2008
C -2.610 2.832 -0.597 -0.2332
C -2.025 1.636 -0.975 -0.1428
H -1.180 1.643 -1.649 0.2050
H -2.222 3.765 -0.977 0.2149
H -4.151 3.755 0.570 0.2173
H -5.022 1.610 1.429 0.2270
Cl -4.215 -1.045 0.985 0.0136
H -2.621 -1.577 -1.234 0.2214
H -1.163 -0.697 -1.738 0.1736
C -0.869 -2.878 0.112 -0.2105
C 0.346 -3.122 -0.790 -0.4186
C 1.548 -2.340 -0.265 -0.3955
H 2.400 -2.455 -0.939 0.2113
H 1.842 -2.721 0.715 0.2174
H 0.575 -4.188 -0.813 0.2142
H 0.117 -2.806 -1.810 0.1928
H -1.744 -3.406 -0.273 0.2018
H -0.654 -3.264 1.114 0.1941
H -0.362 0.324 0.847 0.2149
H 0.158 -1.107 1.760 0.2060
H 5.340 2.628 0.471 0.2160
H 4.583 2.074 -1.031 0.2087
H 5.034 0.905 0.220 0.2236
```

Calculated values
F_max = 0.53 eV/A
E_tot = -1249.0281 hartree
ΔE to the lowest compared entry with this formula, charge and spin = 50.38 kJ/mol
Gap between HOMO and LUMO = 0.336 Ha
SMILES = CCOC(=O)[C@H]1CCCN(Cc2ccccc2Cl)C1
Lowest unoccupied orbital energy = 0.0293 Ha

=====

No. 3
DFT (wB97M-V/def2-TZVPD) results for 6 unconnected molecules or ions with the total composition C15H20ClO19.

```
55
Properties=species:S:1:pos:R:3:nbo_charge:R:1
Cl 0.289 -0.596 -0.767 2.5602
O 0.036 -0.432 0.635 -0.8978
O -0.603 0.182 -1.588 -0.8733
O 1.672 -0.269 -1.064 -0.8848
O 0.091 -1.976 -1.108 -0.8933
C -0.701 3.090 -3.424 -0.1095
C 0.822 3.190 -3.491 -0.0964
O 1.091 2.709 -4.811 -0.4923
C -0.019 2.752 -5.571 0.9733
O -0.055 2.570 -6.748 -0.5906
O -1.105 2.936 -4.785 -0.4904
H -1.158 3.991 -3.012 0.1847
H -1.088 2.269 -2.822 0.2269
H 1.364 2.592 -2.765 0.2191
H 1.177 4.222 -3.475 0.1730
C 1.338 -5.390 -0.705 -0.1119
C 2.692 -5.529 -1.364 -0.1027
O 2.373 -5.794 -2.741 -0.4903
C 1.057 -6.090 -2.842 0.9707
O 0.539 -6.415 -3.859 -0.5834
O 0.456 -6.024 -1.641 -0.4882
H 1.014 -4.355 -0.592 0.2318
H 1.298 -5.978 0.211 0.1879
H 3.333 -6.310 -0.958 0.1788
H 3.219 -4.574 -1.340 0.2051
C -3.611 -0.196 0.631 -0.1047
C -3.947 -1.590 1.150 -0.1000
O -5.159 -1.425 1.872 -0.4930
C -5.588 -0.166 1.797 0.9727
O -6.571 0.281 2.301 -0.5971
O -4.766 0.554 1.008 -0.4878
H -3.560 -0.125 -0.456 0.2067
H -2.696 0.231 1.032 0.2160
H -3.132 -1.974 1.763 0.1885
H -4.110 -2.317 0.354 0.1939
C -1.711 0.319 3.732 -0.1095
C -0.399 0.811 4.344 -0.0873
O -0.139 1.964 3.572 -0.4977
C -1.135 2.245 2.704 0.9859
O -1.104 2.995 1.793 -0.5620
O -2.190 1.441 3.004 -0.5029
H -2.435 -0.134 4.400 0.2027
H -1.430 -0.420 2.971 0.1919
H 0.404 0.091 4.222 0.2031
H -0.590 1.069 5.388 0.1786
C 2.651 2.088 1.682 -0.1093
C 3.403 2.344 0.361 -0.0900
O 4.610 2.992 0.807 -0.5053
C 4.475 3.370 2.108 0.9745
O 5.311 3.965 2.706 -0.5973
O 3.329 2.929 2.586 -0.4845
H 2.663 1.025 1.909 0.1987
H 1.637 2.388 1.425 0.2191
H 2.879 2.987 -0.346 0.1767
H 3.778 1.487 -0.195 0.2131
```

Calculated values
F_max = 2.70 eV/A
Net charge = -1
E_tot = -2473.2284 hartree
ΔE to the lowest compared entry with this formula, charge and spin = 0.00 kJ/mol
Gap between HOMO and LUMO = 0.353 Ha
Lowest unoccupied orbital energy = 0.0809 Ha

=====

No. 4
DFT (wB97M-V/def2-TZVPD) results for a molecular structure, C15H20F7N3O4S2Ti.

```
52
Properties=species:S:1:pos:R:3:nbo_charge:R:1
Ti 0.316 -0.258 0.184 1.7105
F -1.993 0.729 -3.618 -0.2687
C -2.823 1.014 -2.641 0.8462
F -3.136 2.286 -2.631 -0.2596
F -3.877 0.247 -2.663 -0.2523
S -1.882 0.705 -1.037 2.1285
O -0.876 1.725 -0.782 -0.8673
O -1.081 -0.590 -1.192 -0.9041
N -3.002 0.548 0.010 -1.1348
S -2.621 0.031 1.462 2.2181
O -1.117 -0.110 1.561 -0.9582
O -3.227 0.737 2.515 -0.7897
C -3.227 -1.732 1.503 0.7800
F -4.439 -1.774 1.019 -0.2581
F -2.403 -2.474 0.763 -0.3004
F -3.185 -2.135 2.751 -0.2682
F 3.154 -1.206 4.886 -0.2695
C 2.736 -1.404 3.650 0.4776
C 3.647 -1.161 2.608 -0.2715
C 3.236 -1.325 1.315 -0.0763
C 1.927 -1.799 1.036 -0.1747
C 1.406 -1.904 -0.325 -0.6811
C 1.061 -2.057 2.112 -0.1597
C 1.447 -1.839 3.432 -0.2786
H 4.654 -0.854 2.858 0.2652
H 3.920 -1.135 0.497 0.2277
H 0.663 -2.688 -0.492 0.2748
H 2.102 -1.801 -1.154 0.2659
H 0.092 -2.508 1.914 0.2466
H 0.791 -2.043 4.266 0.2711
C 5.238 3.556 -0.519 -0.6251
C 3.769 3.871 -0.730 -0.2132
N 2.881 3.087 0.162 -0.3170
C 2.714 3.592 1.543 -0.2329
C 3.541 2.835 2.572 -0.6266
C 2.303 1.980 -0.231 0.5814
C 2.466 1.486 -1.636 -0.6698
N 1.525 1.244 0.571 -0.8937
H 5.827 4.105 -1.252 0.2554
H 5.448 2.494 -0.647 0.2094
H 5.579 3.858 0.470 0.2250
H 3.467 3.697 -1.759 0.2182
H 3.557 4.918 -0.518 0.2326
H 1.647 3.581 1.783 0.2122
H 2.996 4.642 1.517 0.2439
H 3.280 1.777 2.613 0.1965
H 3.370 3.261 3.559 0.2545
H 4.604 2.909 2.353 0.2327
H 2.113 2.224 -2.356 0.2756
H 1.893 0.570 -1.803 0.2135
H 3.511 1.264 -1.857 0.2721
H 1.383 1.620 1.506 0.4158
```

Calculated values
F_max = 1.22 eV/A
Net charge = +2
E_tot = -3393.1554 hartree
ΔE to the lowest compared entry with this formula, charge and spin = 23.85 kJ/mol
Gap between HOMO and LUMO = 0.279 Ha
Lowest unoccupied orbital energy = -0.2924 Ha

=====

No. 5
DFT (wB97M-V/def2-TZVPD) results for a molecular structure, C15H20N2NiO2.

```
40
Properties=species:S:1:pos:R:3:nbo_charge:R:1
C 0.949 2.299 -1.035 -0.8452
C 2.575 0.325 -1.106 -0.8543
H 0.787 2.202 -2.148 0.1744
H 1.900 2.942 -0.731 0.2130
H 0.059 2.490 -0.412 0.2252
H 2.592 -0.628 -0.588 0.2010
H 2.400 0.273 -2.267 0.2010
H 3.389 1.078 -0.824 0.2126
C -1.196 0.704 -2.382 0.0660
C -2.301 0.165 -3.023 -0.2428
C -2.670 -1.147 -2.737 -0.1615
C -1.945 -1.858 -1.783 -0.2104
H -0.862 1.723 -2.572 0.2198
H -2.832 0.794 -3.736 0.2261
H -3.512 -1.607 -3.252 0.2246
H -2.219 -2.880 -1.515 0.2160
N -0.491 0.009 -1.491 -0.4428
C -0.852 -1.256 -1.143 0.1757
C -0.091 -1.884 -0.063 0.2062
N 0.945 -1.172 0.484 -0.4932
C 1.565 -1.638 1.581 0.0759
C 0.277 -3.672 1.543 -0.1530
C 1.274 -2.886 2.114 -0.2466
H 2.310 -0.986 2.043 0.2256
H 1.844 -3.224 2.970 0.2250
C -0.413 -3.143 0.456 -0.2135
H -1.226 -3.696 -0.002 0.2142
H 0.034 -4.660 1.937 0.2266
Ni 1.159 0.797 -0.206 1.1075
C 1.832 1.477 1.515 -0.9762
H 2.926 1.339 1.571 0.1989
H 1.385 0.950 2.373 0.1887
H 1.613 2.551 1.604 0.2153
C -1.964 2.568 2.161 -0.2676
O -0.730 2.361 1.454 -0.5827
C -0.503 1.097 0.965 0.5737
O -1.236 0.229 1.231 -0.6805
H -2.829 2.399 1.514 0.1801
H -1.917 3.619 2.442 0.1913
H -2.026 1.945 3.058 0.1860
```

Calculated values
F_max = 4.93 eV/A
E_tot = -2351.6017 hartree
ΔE to the lowest compared entry with this formula, charge and spin = 501.32 kJ/mol
Gap between HOMO and LUMO (alpha / beta) = 0.202 / 0.246 Ha
Lowest unoccupied orbital energy (alpha / beta) = -0.0129 / -0.0266 Ha
2S+1 = 3
Expectation value of S² = 2.0178

=====

No. 6
DFT (wB97M-V/def2-TZVPD) results for C15H20N2O3S in the gas phase.

```
41
Properties=species:S:1:pos:R:3:nbo_charge:R:1
O 1.899 -0.195 1.247 -0.6655
C 1.191 0.763 1.494 0.7079
N 1.693 2.011 1.638 -0.6193
H 1.070 2.781 1.822 0.3950
C 3.096 2.298 1.476 -0.2328
H 3.514 2.663 2.423 0.1961
H 3.563 1.338 1.241 0.2328
C 3.385 3.326 0.378 -0.4155
H 3.064 4.316 0.706 0.2070
H 4.465 3.359 0.223 0.2082
C 2.677 3.023 -0.950 -0.2199
N 2.829 1.665 -1.393 -0.4409
C 1.784 0.827 -1.546 0.7150
O 0.618 1.133 -1.402 -0.6583
C 2.340 -0.534 -1.915 -0.5095
H 1.713 -1.043 -2.644 0.2280
C 3.749 -0.225 -2.417 -0.4002
H 4.455 -1.027 -2.213 0.2178
H 3.731 -0.043 -3.492 0.2057
C 4.112 1.064 -1.672 -0.2032
H 4.726 1.743 -2.272 0.1955
H 4.649 0.841 -0.741 0.1854
H 2.359 -1.119 -0.993 0.2566
H 1.599 3.179 -0.848 0.2377
H 3.058 3.709 -1.718 0.1951
C -0.303 0.660 1.713 -0.4807
C -0.893 -0.429 0.824 -0.5420
C -2.337 -0.714 1.156 0.6374
O -2.929 -0.171 2.067 -0.5730
C -2.987 -1.706 0.306 -0.3634
C -2.508 -2.403 -0.775 -0.1910
C -3.460 -3.276 -1.325 -0.2746
C -4.649 -3.235 -0.660 -0.3918
S -4.636 -2.132 0.647 0.4960
H -5.538 -3.797 -0.869 0.2355
H -3.274 -3.908 -2.176 0.2248
H -1.512 -2.288 -1.161 0.2295
H -0.809 -0.118 -0.220 0.2701
H -0.311 -1.346 0.943 0.2468
H -0.480 0.406 2.762 0.2411
H -0.792 1.612 1.508 0.2166
```

Calculated values
F_max = 0.91 eV/A
E_tot = -1317.0591 hartree
ΔE to the lowest compared entry with this formula, charge and spin = 1.27 kJ/mol
Gap between HOMO and LUMO = 0.348 Ha
SMILES = O=C(CCC(=O)c1cccs1)NCCCN1CCCC1=O
Lowest unoccupied orbital energy = 0.0160 Ha

=====

- Which of these has the highest ΔE to the lowest compared entry with this formula, charge and spin?
  C15H20N2NiO2